1.
73
Properties=species:S:1:pos:R:3 method="wB97M-V/def2-TZVPD" homo_ev=-9.4 total_energy_ha=-2076.069226 multiplicity=1 homo_lumo_gap_ev=9.81 e_above_lowest_kcal_mol=2.8
C -5.3576 -4.3685 0.6395
C -4.2799 -3.3015 0.7798
C -4.6228 -2.0600 -0.0129
O -5.3439 -2.0154 -0.9678
O -3.9888 -0.9918 0.5098
C -4.1289 0.2620 -0.1578
C -2.8233 0.6194 -0.8755
O -2.7093 0.4667 -2.0669
C -1.5759 0.9604 -0.0340
O -1.1423 2.2802 -0.4298
C -2.0968 3.1176 -0.7951
O -3.2653 2.8012 -0.8213
C -1.5547 4.4682 -1.1830
C -2.5512 5.5796 -0.8758
C -1.7104 0.8907 1.5146
C -2.0878 2.2225 2.1567
C -0.3429 0.3795 2.0326
C 0.5520 0.3669 0.7955
C 1.8127 -0.4923 0.8156
C 2.5444 -0.3248 -0.5287
C 1.6385 -0.5422 -1.7628
O 1.4163 -1.9183 -1.9914
C 0.3195 0.2452 -1.6631
C -0.4002 -0.0128 -0.3421
C -0.9104 -1.4539 -0.2666
C 3.8737 -1.1500 -0.5587
C 3.6765 -2.6725 -0.4323
C 4.5745 -0.9229 -1.8623
C 5.7492 -0.3127 -1.9906
C 6.4959 0.2083 -0.8389
O 7.5598 0.7908 -0.9530
C 5.8658 -0.0384 0.4599
C 4.6912 -0.6563 0.6047
C 4.0571 -0.8310 1.9506
C 2.7211 -0.0948 1.9801
Cl 3.0700 1.6678 1.9404
H -5.5421 -4.5710 -0.4119
H -5.0468 -5.2875 1.1292
H -6.2881 -4.0303 1.0879
H -3.3299 -3.6748 0.3874
H -4.1244 -3.0212 1.8223
H -4.9149 0.1849 -0.9155
H -4.3928 1.0110 0.5886
H -0.6016 4.6262 -0.6774
H -1.3646 4.4280 -2.2592
H -3.5110 5.3503 -1.3307
H -2.6951 5.6776 0.1974
H -2.1908 6.5269 -1.2667
H -2.4860 0.1629 1.7525
H -2.2269 2.0804 3.2261
H -1.3012 2.9594 2.0085
H -3.0138 2.6145 1.7423
H 0.0510 1.0412 2.8021
H -0.4354 -0.6202 2.4582
H 0.8625 1.3990 0.6056
H 1.5374 -1.5389 0.9656
H 2.8525 0.7268 -0.5878
H 2.1813 -0.1300 -2.6313
H 0.7375 -2.0032 -2.6701
H 0.5492 1.3084 -1.7436
H -0.3251 -0.0204 -2.5044
H -0.0863 -2.1550 -0.3481
H -1.4420 -1.6381 0.6615
H -1.5950 -1.6428 -1.0911
H 4.6531 -3.1468 -0.3536
H 3.1664 -3.0556 -1.3088
H 3.0907 -2.9363 0.4417
H 4.0760 -1.3318 -2.7299
H 6.2189 -0.1869 -2.9558
H 6.4138 0.3208 1.3205
H 4.7114 -0.4416 2.7321
H 3.8768 -1.8884 2.1562
H 2.2097 -0.2644 2.9305

***

2.
86
Properties=species:S:1:pos:R:3 method="wB97M-V/def2-TZVPD" homo_ev=0.4 total_energy_ha=-4093.218004 total_charge=-2 multiplicity=1 homo_lumo_gap_ev=3.53 e_above_lowest_kcal_mol=39.4
Sr -0.0073 -0.1684 1.2146
C 2.3776 -3.4441 4.0428
C 1.4400 -4.2098 4.8409
C 0.1559 -3.8236 4.8430
C -0.3108 -2.7248 4.0283
N 0.6765 -1.7801 3.5394
C 1.9851 -2.2731 3.5139
C -1.6304 -2.5042 3.7136
C -2.7085 -3.2911 4.2847
C -3.9992 -3.0249 3.9706
C -4.3099 -1.9729 3.0796
C -3.2402 -1.2666 2.5733
N -1.9479 -1.4753 2.8424
H 3.4099 -3.7485 3.9300
H 1.7740 -5.0493 5.4390
H -0.5593 -4.3678 5.4508
H 2.6915 -1.6050 3.0490
H -2.4767 -4.0777 4.9900
H -4.7904 -3.6166 4.4245
H -5.3217 -1.7223 2.7940
H -3.4329 -0.4627 1.8740
C 0.0758 4.1842 0.6159
C 1.3087 3.3542 0.6664
N 1.3381 2.0397 0.7598
C 2.6675 1.6782 0.7124
C 3.4453 2.8006 0.6105
N 2.5607 3.8529 0.5818
C 4.8991 3.1126 0.5014
O 5.7043 2.0871 0.4602
O 5.2518 4.2781 0.4260
C 3.1165 0.2373 0.8187
O 4.3403 0.0241 0.5979
O 2.2475 -0.6084 1.0770
H -0.6715 3.6774 0.0057
H 0.2821 5.1626 0.1815
H -0.3454 4.3129 1.6131
H 2.8493 4.8150 0.5148
H 5.1493 1.2139 0.5374
Cl -2.1345 2.1082 2.2138
C -3.2388 2.5857 0.9509
C -3.9340 3.7634 1.1598
C -4.8619 4.1972 0.2229
C -5.0865 3.4181 -0.8995
C -4.3740 2.2458 -1.0800
Cl -4.8015 1.3031 -2.4980
C -3.3942 1.7677 -0.1923
S -2.5204 0.2933 -0.4419
H -3.7482 4.3230 2.0657
H -5.4157 5.1134 0.3780
H -5.8204 3.7012 -1.6414
N -0.2674 -1.4992 -2.2849
P 0.8496 -0.2717 -1.8944
C 2.2523 -0.6724 -3.0212
C 3.4637 -1.0572 -2.4583
C 4.5377 -1.3901 -3.2806
C 4.3994 -1.3487 -4.6575
C 3.1877 -0.9678 -5.2282
C 2.1243 -0.6256 -4.4105
C 0.2610 1.2247 -2.7654
C -0.9799 1.3745 -3.3673
C -1.3329 2.5922 -3.9408
C -0.4571 3.6652 -3.9086
C 0.7851 3.5218 -3.3002
C 1.1383 2.3098 -2.7335
C -0.6686 -2.5080 -1.4016
C -1.3354 -3.6233 -1.9167
C -1.6980 -4.6201 -1.0382
C -1.3962 -4.5049 0.3105
C -0.7567 -3.3573 0.7441
N -0.3990 -2.3798 -0.1063
H -0.4714 -1.7076 -3.2518
H 3.5837 -1.0948 -1.3822
H 5.4789 -1.6768 -2.8297
H 5.2374 -1.6058 -5.2950
H 3.0792 -0.9243 -6.3052
H 1.1931 -0.2908 -4.8560
H -1.6948 0.5636 -3.3407
H -2.3133 2.7004 -4.3839
H -0.7436 4.6160 -4.3409
H 1.4766 4.3547 -3.2598
H 2.1074 2.2136 -2.2523
H -1.5583 -3.6896 -2.9739
H -2.2195 -5.4951 -1.4100
H -1.6650 -5.2625 1.0322
H -0.5137 -3.2178 1.7903
Te 0.6510 0.2211 4.3615

***

3.
8
Properties=species:S:1:pos:R:3 method="wB97M-V/def2-TZVPD" homo_ev="-8.6 / -7.7" total_energy_ha=-303.851768 multiplicity=1 homo_lumo_gap_ev="8.13 / 6.86" e_above_lowest_kcal_mol=99.2
C 0.9578 -1.5571 -1.3396
C 0.5304 -1.2972 -0.1728
C -0.0111 -0.4811 0.7544
C -0.5978 2.2651 0.3965
O -0.5762 0.1037 1.5729
O -0.4786 1.5202 -0.5305
H -1.1715 1.7315 1.2246
H 1.3470 -2.2850 -1.9056

***

4.
79
Properties=species:S:1:pos:R:3 method="wB97M-V/def2-TZVPD" homo_ev=-11.6 total_energy_ha=-3031.366438 total_charge=+1 multiplicity=1 homo_lumo_gap_ev=8.50
C 4.7012 -0.6716 3.6304
C 3.3206 -0.3905 2.8997
C 3.4112 0.7534 1.8008
I 2.0486 2.3449 2.3602
P 3.2266 0.1830 0.0392
C 1.6404 -0.7141 -0.3385
C 0.7034 -0.9913 0.8994
C -0.7370 -1.4385 0.3604
C -1.8940 -0.4600 0.8146
C -3.2607 -1.2559 0.8983
O -4.0492 -0.7813 2.0280
C -5.3099 -0.4159 1.5163
C -5.4586 0.8390 0.5724
O -6.2475 -1.1093 1.7922
C 3.2169 1.7620 -1.0215
O 4.0219 2.7780 -0.3941
O 5.3535 2.5662 -0.6812
C 4.7664 -0.8187 -0.3970
C 4.9793 -1.9969 0.4188
C 6.2082 -2.7743 0.1233
C 6.9903 -2.1846 -0.9642
C 6.6161 -0.9988 -1.7207
N 5.4843 -0.3136 -1.4224
H 4.9658 0.1651 4.3340
H 4.5567 -1.6364 4.1935
H 5.5518 -0.8400 2.9237
H 2.8863 -1.3550 2.5441
H 2.6300 -0.0131 3.7024
H 4.4498 1.1847 1.8851
H 1.7986 -1.6757 -0.9045
H 1.0483 -0.0616 -1.0471
H 0.5195 -0.1075 1.5546
H 1.0862 -1.8876 1.4631
H -0.9917 -2.4505 0.7907
H -0.7491 -1.5703 -0.7642
H -2.0461 0.3240 0.0244
H -1.6872 0.0195 1.8026
H -3.0982 -2.3557 1.0902
H -3.8304 -1.2076 -0.0730
H -4.4499 1.2710 0.3232
H -6.1518 1.5889 1.0182
H -5.8614 0.4296 -0.3967
H 3.5881 1.5591 -2.0645
H 2.1664 2.1523 -1.0012
H 5.7739 2.2608 0.1480
H 4.2875 -2.3313 1.2273
H 6.5100 -3.6788 0.6868
H 7.9525 -2.6842 -1.2388
H 7.2852 -0.6682 -2.5514
C -1.5599 6.4451 -0.2246
C -1.9457 6.5460 1.2542
C -2.5844 5.2122 1.6541
S -1.8664 3.9711 0.5796
O -2.9035 3.4405 -0.2708
O -0.9973 3.1118 1.3537
C -0.8654 5.0973 -0.3802
H -0.9120 7.2667 -0.5311
H -2.4604 6.4755 -0.8441
H -1.0475 6.7186 1.8537
H -2.6260 7.3781 1.4379
H -2.3709 4.9573 2.6911
H -3.6616 5.2184 1.4877
H -0.8122 4.7571 -1.4133
H 0.1326 5.1154 0.0620
C -4.4609 -4.6810 -2.2040
C -3.8754 -5.0698 -3.5622
C -3.0511 -3.8811 -4.0638
S -2.4789 -3.0119 -2.6034
O -3.0953 -1.7060 -2.5733
O -1.0501 -3.1895 -2.4645
C -3.3115 -4.0606 -1.4188
H -4.8823 -5.5412 -1.6834
H -5.2583 -3.9456 -2.3428
H -3.2276 -5.9426 -3.4430
H -4.6551 -5.3367 -4.2763
H -2.1915 -4.2060 -4.6480
H -3.6587 -3.1907 -4.6488
H -3.6441 -3.4692 -0.5700
H -2.6011 -4.8220 -1.0922

***

5.
56
Properties=species:S:1:pos:R:3 method="wB97M-V/def2-TZVPD" homo_ev=-6.0 total_energy_ha=-3094.355069 total_charge=-1 multiplicity=1 homo_lumo_gap_ev=7.51 e_above_lowest_kcal_mol=3.5
Pd 0.1399 0.6696 0.4948
O -2.0617 3.9935 0.4359
P -1.4303 2.5821 0.0892
O 0.0568 2.6794 -0.2452
O -1.5790 1.6285 1.2750
O -2.2317 2.1117 -1.1788
P -1.7521 0.6929 -1.9915
O -2.9592 0.6393 -3.0521
O -0.4664 0.9610 -2.6830
O -1.8812 -0.3947 -0.9964
H -1.5188 4.7114 0.0931
H -2.6556 1.0285 -3.8780
N 1.8301 0.3281 -0.6071
C 3.0740 -0.1309 -0.0275
C 3.5283 0.4642 1.1402
C 4.6499 -0.0491 1.7691
C 5.3048 -1.1554 1.2403
C 4.8891 -1.6854 0.0309
C 3.7689 -1.1743 -0.6096
S 6.5531 -1.9916 2.2222
O 5.7378 -2.7418 3.1728
O 7.3250 -0.9181 2.8222
O 7.2676 -2.8240 1.2691
H 1.5241 -0.2538 -1.3864
H 1.9375 1.2650 -1.0038
H 2.9815 1.3019 1.5605
H 5.0137 0.3754 2.6962
H 5.4284 -2.5300 -0.3769
H 3.4093 -1.6196 -1.5302
C 0.9558 -0.4904 3.4422
P 0.3030 -1.0900 1.8616
C 1.3405 -2.4776 1.3645
C 2.4876 -2.8612 2.0459
C 3.2121 -3.9702 1.6209
C 2.7802 -4.6918 0.5206
C 1.6319 -4.3075 -0.1674
C 0.9127 -3.2020 0.2484
C -1.2632 -1.8936 2.2928
C -2.4784 -1.3828 1.8516
C -3.6599 -2.0124 2.2266
C -3.6296 -3.1353 3.0369
C -2.4136 -3.6473 3.4753
C -1.2331 -3.0304 3.1026
H 0.9636 -1.2880 4.1860
H 0.3098 0.3194 3.7811
H 1.9653 -0.1103 3.2979
H 2.8653 -2.2943 2.8874
H 4.1289 -4.2159 2.1412
H 3.3486 -5.5498 0.1845
H 1.3009 -4.8700 -1.0313
H 0.0139 -2.8966 -0.2810
H -2.4975 -0.5219 1.1990
H -4.6041 -1.6203 1.8721
H -4.5536 -3.6212 3.3244
H -2.3853 -4.5318 4.0985
H -0.2844 -3.4461 3.4239

***

6.
56
Properties=species:S:1:pos:R:3 method="wB97M-V/def2-TZVPD" homo_ev="-14.2 / -14.2" total_energy_ha=-4195.532061 total_charge=+2 multiplicity=2 homo_lumo_gap_ev="7.14 / 5.98" e_above_lowest_kcal_mol=21.8
Ir -1.3660 -0.1029 0.6266
O -1.3404 1.0509 2.1994
N -1.7783 2.2723 2.0183
N -2.1259 2.5268 0.8582
O -2.0661 1.5671 -0.0885
C -2.6267 3.8219 0.4619
C -2.5105 4.8812 1.3517
C -3.0138 6.1094 0.9636
C -3.6089 6.2611 -0.2834
C -3.7054 5.1848 -1.1534
C -3.2128 3.9424 -0.7874
H -2.0479 4.7495 2.3192
H -2.9403 6.9507 1.6382
H -4.0008 7.2253 -0.5766
H -4.1730 5.3068 -2.1204
H -3.2938 3.0913 -1.4465
N 0.6354 0.4794 0.1900
C 1.4684 -0.7351 -0.0712
C 2.9341 -0.5769 0.3236
C 3.8215 -1.6137 -0.3713
C 5.1383 -1.8680 0.3585
N 4.9569 -2.4926 1.6733
C 4.7051 -3.7846 1.8815
N 4.5536 -4.6203 0.8600
N 4.6123 -4.2485 3.1266
C 0.8188 -1.9349 0.6463
O 1.4471 -2.8821 1.0186
O -0.5038 -1.8283 0.7765
H 0.7101 1.1266 -0.5919
H 0.9954 0.9688 1.0100
H 1.3783 -0.9431 -1.1413
H 3.0013 -0.6913 1.4093
H 3.2801 0.4302 0.0757
H 4.0510 -1.2856 -1.3874
H 3.2691 -2.5498 -0.4520
H 5.6770 -0.9375 0.5319
H 5.8024 -2.4912 -0.2438
H 5.1100 -1.9247 2.4898
H 4.5578 -4.2963 -0.0900
H 4.3716 -5.5979 1.0128
H 4.8037 -3.6638 3.9218
H 4.4038 -5.2155 3.3094
Br -5.3764 0.8139 -1.0644
C -3.8882 -0.0639 -1.8279
C -3.4534 0.2855 -3.0907
C -2.3607 -0.3735 -3.6497
C -1.7215 -1.3886 -2.9595
C -2.1688 -1.7519 -1.6915
C -3.2520 -1.0800 -1.1098
C -3.7340 -1.4611 0.2698
O -4.5272 -2.2982 0.5345
O -3.0527 -0.7614 1.2316
H -3.9731 1.0534 -3.6472
H -2.0334 -0.1030 -4.6447
H -0.9095 -1.9334 -3.4223
H -1.7376 -2.5996 -1.1756

***

7.
27
Properties=species:S:1:pos:R:3 method="wB97M-V/def2-TZVPD" homo_ev=-8.7 total_energy_ha=-573.840640 multiplicity=1 homo_lumo_gap_ev=9.21 e_above_lowest_kcal_mol=237.5
C 0.6446 1.8231 -0.5754
C 2.2380 0.1903 -0.8938
C 1.7223 -1.2963 -0.4490
C 1.1897 -1.0022 0.8952
C 1.7890 0.4814 1.3044
C -1.2605 -0.8798 0.5530
C -2.0887 -1.2679 -0.5659
C -3.3365 -0.6230 -0.7010
C -3.6923 0.6369 -0.0373
C -1.7249 0.3376 1.2102
H 0.7415 2.6008 -1.3075
H -0.0866 1.1577 -0.9605
H 0.2311 2.4796 0.1359
H 3.4346 0.2388 -0.7716
H 2.3522 0.2261 -2.1704
H 0.7883 -2.0024 -1.1745
H 2.8212 -1.9552 -0.5221
H 1.7907 -1.7508 1.3494
H 3.0289 -0.2522 1.6156
H 1.6395 1.3250 2.2759
H -1.7650 -2.3380 -1.0376
H -3.9627 -0.9617 -1.5352
H -4.5600 1.2653 -0.5620
H -0.7833 0.6236 2.0025
N 1.8777 1.1476 -0.0633
N -2.8522 1.2105 0.9222
O -0.1768 -1.4149 1.0626

***

8.
22
Properties=species:S:1:pos:R:3 method="wB97M-V/def2-TZVPD" homo_ev="-5.5 / -9.3" total_energy_ha=-591.419218 multiplicity=3 homo_lumo_gap_ev="5.87 / 7.94" e_above_lowest_kcal_mol=60.6
C 3.3268 -0.3449 0.3360
C 2.5987 -0.9457 -0.7077
C 2.7960 0.7319 0.9962
C 1.3764 -0.4148 -1.0509
C 1.5828 1.2966 0.6655
C 0.8348 0.6706 -0.3700
C -3.1798 0.8053 -0.1293
C -0.5692 0.8842 -0.4749
C -2.8845 -0.5742 -0.7851
C -2.0285 -0.6122 0.5653
N -2.5945 0.5106 1.0797
O -1.4315 1.7055 -0.7193
O -1.5855 -1.7200 1.1553
H 4.3390 -0.8768 0.6721
H 2.8747 -1.9027 -1.1638
H 3.1612 1.0832 1.9213
H 0.9064 -0.7890 -1.9230
H 1.4220 2.2630 1.0655
H -3.7942 1.5438 -0.4293
H -3.8681 -1.1230 -0.8905
H -2.3186 -0.7309 -1.7020
H -0.9645 -1.4605 1.8890

***

9.
11
Properties=species:S:1:pos:R:3 method="wB97M-V/def2-TZVPD" homo_ev=-4.1 total_energy_ha=-397.242752 total_charge=-1 multiplicity=1 homo_lumo_gap_ev=8.10 e_above_lowest_kcal_mol=38.3
O 1.8531 0.9093 -1.6549
C 1.2486 0.1958 -0.8601
C -0.0183 0.8199 -0.3415
N -0.6778 0.2322 0.7715
C -0.9500 -1.2587 0.7430
O -1.6510 -1.5387 1.7460
O -0.4835 -1.9610 -0.1497
H 1.5415 -0.8284 -0.6125
H 0.1173 1.8807 0.0026
H -0.5870 1.0003 -1.3225
H -0.3928 0.5485 1.6783

***

10.
9
Properties=species:S:1:pos:R:3 method="wB97M-V/def2-TZVPD" homo_ev=-12.0 total_energy_ha=-903.722163 total_charge=+1 multiplicity=1 homo_lumo_gap_ev=7.91 e_above_lowest_kcal_mol=0.0
C 2.0819 -0.5643 0.0199
C 1.0290 0.4091 -0.1037
O 2.2148 0.9343 -0.0550
H 2.4373 -1.0860 -0.8704
H 2.3423 -0.9722 0.9982
C -0.2335 0.7891 0.0814
C -1.4784 0.5584 0.0391
O -2.6615 0.4888 0.0324
K -5.7320 -0.5573 -0.1419

***

Question: The highest multiplicity belongs to which entry?
Answer: C10H9NO2

***

Question: The highest multiplicity belongs to which entry?
Answer: C10H9NO2